C36H28IN9O3S2Ti | ωB97M-V/def2-TZVPD

Geometry as XYZ:
```
80
Properties=species:S:1:pos:R:3:mulliken_spin:R:1
Ti -0.83 0.06 0.35 -0.010
C 0.53 4.17 -4.30 0.000
C 0.44 3.68 -2.89 0.000
C 1.58 3.28 -2.19 0.000
C 1.48 2.70 -0.94 0.000
C 0.24 2.51 -0.33 -0.001
N 0.10 1.76 0.87 -0.001
C 0.83 2.14 1.97 -0.001
C 1.29 3.46 2.12 0.000
C 1.98 3.89 3.23 0.000
C 2.24 3.03 4.30 0.000
C 2.93 3.51 5.54 0.000
C 1.78 1.73 4.18 0.000
C 1.13 1.28 3.04 0.000
N 0.78 -0.10 3.00 -0.001
C 1.47 -1.09 3.59 -0.001
C 0.74 -2.25 3.46 0.001
C -0.39 -1.87 2.75 0.007
N -0.37 -0.57 2.46 -0.002
C -0.89 2.97 -1.00 0.001
C -0.79 3.52 -2.27 0.000
N -2.17 2.83 -0.40 -0.001
C -3.22 3.66 -0.57 0.000
C -4.28 3.13 0.12 0.000
C -3.78 1.95 0.69 0.010
N -2.50 1.78 0.38 0.024
H 1.54 4.47 -4.55 0.000
H -0.15 5.01 -4.48 0.000
H 0.28 3.36 -4.98 0.000
H 2.54 3.35 -2.67 0.000
H 2.36 2.32 -0.45 0.000
H 1.08 4.16 1.32 0.000
H 2.30 4.92 3.28 0.000
H 3.52 4.40 5.35 0.000
H 3.61 2.74 5.94 0.000
H 2.21 3.75 6.33 0.000
H 1.93 1.04 5.00 0.000
H 2.42 -0.90 4.05 0.000
H 0.99 -3.23 3.82 0.000
H -1.19 -2.49 2.38 0.002
H -1.70 3.76 -2.81 0.000
H -3.12 4.56 -1.16 0.000
H -5.28 3.53 0.20 0.000
H -4.29 1.23 1.29 -0.011
S -3.67 -0.57 3.17 0.743
C -3.47 -1.93 2.17 0.025
S -2.93 -1.43 0.61 0.310
C -3.73 -3.23 2.52 -0.086
C -3.44 -4.31 1.63 0.004
N -3.20 -5.20 0.94 -0.001
C -4.25 -3.53 3.82 -0.007
N -4.67 -3.77 4.86 0.001
O -2.27 0.28 -3.41 0.000
C -1.59 -0.31 -2.63 0.001
O -1.32 0.17 -1.41 0.006
C -0.87 -1.60 -2.92 -0.008
C -0.27 -1.79 -4.18 0.001
C 0.47 -2.91 -4.36 0.000
C 0.58 -3.86 -3.31 0.000
C 1.34 -5.04 -3.40 0.000
C 1.40 -5.92 -2.36 0.000
C 0.67 -5.67 -1.17 0.001
C -0.07 -4.53 -1.05 -0.008
C -0.12 -3.59 -2.11 -0.008
N -0.82 -2.45 -1.93 0.010
H -0.34 -1.01 -4.93 0.000
H 1.01 -3.08 -5.28 0.000
H 1.89 -5.24 -4.32 0.000
H 1.98 -6.83 -2.44 0.000
H 0.70 -6.39 -0.36 0.000
H -0.65 -4.31 -0.16 0.009
N 2.50 -2.18 -0.18 0.000
C 1.75 -1.11 -0.70 -0.001
O 0.70 -0.83 0.10 -0.006
C 2.03 -0.40 -1.79 0.001
I 2.10 1.08 -5.24 0.000
H 1.88 -2.87 0.23 0.000
H 3.06 -2.62 -0.90 0.000
H 2.86 -0.64 -2.43 0.000
H 1.41 0.43 -2.09 0.000
```

Calculated values
- Kohn-Sham gap (spin up / spin down): 5.52 / 3.63 eV
- E_LUMO (spin up / spin down): 1.24 / -0.65 eV
- Spin multiplicity: 2
- Energy above the lowest of the compared OMol25 structures with the same formula, charge and spin: 2.210 eV
- HOMO level (spin up / spin down): -4.274 / -4.274 eV
- Total charge: -1